Record 1
A 2-piece molecular cluster, C2H2BrNO2 overall. Source: the Open Molecules 2025 dataset; level of theory: ωB97M-V/def2-TZVPD.

Its net charge is 0. The calculation puts the electronic energy at -2856.4389 Eh. Its energy above the lowest of the compared OMol25 structures with the same formula, charge and spin is 130.8 kcal/mol.

Element x y z (Å)
C: 0.24114 -0.14581 -1.46279
C: 0.77494 0.10998 -0.30934
N: -0.89232 -0.04642 1.52729
O: -1.92335 -0.48924 1.14584
O: -0.43088 0.30168 2.56002
Br: 2.24788 0.82746 0.47199
H: 0.74592 -0.01356 -2.41461
H: -0.76334 -0.54410 -1.51839

Here are the Löwdin charges for atoms 1 to 4, given in e: atom 1 (C): -0.097, atom 2 (C): -0.669, atom 3 (N): -0.280, atom 4 (O): 0.086

***

Record 2
A 2-piece molecular cluster, C2H4ClN overall. Source: the Open Molecules 2025 dataset; level of theory: ωB97M-V/def2-TZVPD.

Its net charge is 0. The calculation puts the electronic energy at -593.4583 Eh. Its energy above the lowest of the compared OMol25 structures with the same formula, charge and spin is 52.0 kcal/mol.

Element x y z (Å)
C: 0.64101 0.72611 1.02055
C: -0.30055 -0.96711 -0.36639
N: 0.15284 -0.32046 0.78630
Cl: -0.07307 2.27092 -1.16007
H: 0.84247 1.55073 1.58797
H: -1.16946 -1.55297 -0.11423
H: 0.42624 -1.60363 -0.71679
H: -0.51948 -0.10359 -1.03734

Here are the Löwdin charges for atoms 1 to 4, given in e: atom 1 (C): 0.117, atom 2 (C): -0.082, atom 3 (N): 0.020, atom 4 (Cl): -0.304

***

Record 3
C29H51CoNO2SSi2 as an isolated structure. Source: the Open Molecules 2025 dataset; level of theory: ωB97M-V/def2-TZVPD.

Its net charge is +1. Its expectation value of S² is 6.019. The calculation puts the electronic energy at -3700.4295 Eh. Its energy above the lowest of the compared OMol25 structures with the same formula, charge and spin is 27.7 kcal/mol. The multiplicity is 5.

Element x y z (Å)
O: -0.46258 -1.09038 -2.20684
O: 0.60892 0.51492 -3.42694
C: 0.21272 -2.31068 -2.59844
C: -0.45788 -3.60948 -2.10914
H: 1.23882 -2.30698 -2.24184
H: 0.34922 -2.34958 -3.67824
H: -0.53518 -3.62848 -1.02354
H: 0.12902 -4.47828 -2.40684
H: -1.45758 -3.73658 -2.52284
C: -1.72438 -0.95198 -2.91404
C: -1.78578 -1.18598 -4.44514
H: -2.08618 0.05182 -2.70894
H: -2.44988 -1.63698 -2.48724
H: -1.01908 -0.62268 -4.97364
H: -2.74968 -0.86778 -4.84104
H: -1.66398 -2.23688 -4.70404
C: 0.13592 1.85512 -3.27834
C: 1.87562 0.22932 -4.01444
C: -0.76728 2.27342 -4.44134
H: 0.96512 2.55352 -3.15774
H: -0.45878 1.91632 -2.36954
H: -0.25748 2.22242 -5.39984
H: -1.11008 3.29832 -4.30634
H: -1.65008 1.64062 -4.50154
C: 1.88572 0.49312 -5.52034
H: 2.11912 -0.81688 -3.84284
H: 2.65642 0.81412 -3.53544
H: 1.04752 0.00152 -6.01214
H: 2.80452 0.11882 -5.96954
H: 1.83422 1.55942 -5.73214
H: 0.31282 -0.13588 -2.67894
Co: -0.02998 -0.13168 1.53586
C: 1.54902 -0.12858 0.23406
Si: 3.39592 0.34592 0.41316
H: 1.29322 -1.15438 0.47186
H: 0.85102 0.64362 -0.06814
C: 4.38842 -0.83118 -0.65984
C: 4.21632 0.16312 2.08626
C: 3.71932 2.11272 -0.11514
C: -1.79558 -1.17328 0.99666
Si: -3.37738 -0.12588 0.89006
H: -1.71218 -1.35968 2.05766
H: -2.00428 -2.16608 0.60326
C: -4.61608 -0.91568 -0.27134
C: -2.99098 1.59362 0.28566
C: -4.20958 -0.04958 2.56016
H: 3.15512 2.38222 -1.00414
H: 4.77512 2.27092 -0.32804
H: 3.43742 2.80712 0.67396
H: 4.07002 -1.86088 -0.50774
H: 5.44892 -0.77478 -0.41894
H: 4.29562 -0.60848 -1.71854
H: 3.91532 -0.73398 2.61706
H: 4.01882 1.02822 2.71356
H: 5.29802 0.11582 1.97086
H: -3.35838 1.75582 -0.72664
H: -1.91858 1.77002 0.27396
H: -3.44498 2.34942 0.92476
H: -5.12928 0.53192 2.50816
H: -3.57258 0.41892 3.30266
H: -4.46968 -1.04498 2.91696
H: -5.61218 -0.50688 -0.10554
H: -4.67328 -1.99218 -0.11514
H: -4.37148 -0.73678 -1.31674
S: -0.06788 0.58342 5.81136
C: 0.05222 -1.09018 5.62276
C: 0.15672 -2.05638 6.61676
C: 0.27512 -3.39768 6.22386
C: 0.28452 -3.74398 4.85576
C: 0.17522 -2.74948 3.86516
C: 0.05972 -1.42138 4.27016
N: -0.03338 -0.34908 3.44966
C: -0.09088 0.80652 4.13566
C: -0.08228 2.04372 3.37226
C: -0.10098 3.33952 3.90096
C: -0.03178 4.43292 3.02646
C: 0.06492 4.22422 1.64386
C: 0.08642 2.92292 1.12776
C: 0.00572 1.82852 2.00366
H: 0.15612 -1.77888 7.66356
H: 0.36422 -4.16888 6.97766
H: 0.38142 -4.78128 4.56806
H: 0.18922 -3.01198 2.81526
H: -0.16018 3.50342 4.96886
H: -0.04608 5.44142 3.41906
H: 0.12262 5.07082 0.97136
H: 0.15822 2.77962 0.05896

Here are the Löwdin charges for atoms 1 to 4, given in e: atom 1 (O): -0.159, atom 2 (O): -0.092, atom 3 (C): -0.221, atom 4 (C): -0.032

***

Record 4
An isolated ion of composition C3H6NO and charge +1. Source: the Open Molecules 2025 dataset; level of theory: ωB97M-V/def2-TZVPD.

Its net charge is +1. The calculation puts the electronic energy at -247.5047 Eh. Its energy above the lowest of the compared OMol25 structures with the same formula, charge and spin is 69.9 kcal/mol. The structure (SMILES) is C1O[C@@H]2[NH2+][C@H]12.

Element x y z (Å)
C: -0.96081 -0.91977 -0.15668
O: -1.42771 0.47146 -0.17859
C: -0.28791 1.00655 0.39000
N: 0.92448 0.57705 -0.45371
C: 0.47370 -0.56179 0.38848
H: -0.80199 -1.21619 -1.13643
H: -1.57125 -1.35564 0.56659
H: -0.26465 1.80545 1.10333
H: 1.80931 0.99472 -0.04986
H: 0.96722 0.52500 -1.49879
H: 1.13962 -1.32684 1.02566

Here are the Löwdin charges for atoms 1 to 4, given in e: atom 1 (C): -0.038, atom 2 (O): -0.027, atom 3 (C): -0.052, atom 4 (N): 0.119

***

Record 5
C11H30EuIOP2Si as an isolated structure. Source: the Open Molecules 2025 dataset; level of theory: ωB97M-V/def2-TZVPD.

Its net charge is +2. Its expectation value of S² is 12.013. The calculation puts the electronic energy at -2491.9271 Eh. The multiplicity is 7.

Element x y z (Å)
C: -0.01220 0.01205 -5.13587
I: -1.88692 0.35159 -4.01148
H: 0.88019 0.11983 -4.50897
H: -0.00384 0.74012 -5.95250
H: -0.04556 -0.98377 -5.58261
Eu: 0.02375 -0.13959 -1.71875
P: 0.05161 2.45031 -0.04420
C: -1.43864 3.46297 -0.38387
C: 0.76306 3.46688 1.31590
H: 0.77469 4.52642 1.01676
H: 1.08644 4.17129 -1.38912
H: 1.79704 3.14211 1.50419
H: 2.14112 2.72916 -1.26625
H: -2.15912 3.37254 0.43878
H: 0.18660 3.36035 2.24389
C: 1.10613 3.07376 -1.41244
H: -1.13409 4.51379 -0.49286
H: 0.74132 2.72398 -2.39183
H: -1.91312 3.11668 -1.31212
P: 0.14303 -2.46139 0.31780
C: -1.36263 -3.51446 0.14174
C: 1.18806 -3.29908 -0.95615
H: 1.86883 -2.88308 1.96661
H: 0.88058 -4.34990 1.69431
H: 0.25396 -3.00779 2.70584
C: 0.84714 -3.25713 1.81671
H: 2.22356 -2.92814 -0.86184
H: 1.16423 -4.38608 -0.78061
H: -1.07536 -4.57666 0.19060
H: -1.84525 -3.30898 -0.82534
H: 0.81641 -3.07807 -1.97450
H: -2.08109 -3.28701 0.94158
C: -1.41482 0.24384 0.40066
O: -2.16101 -0.10904 -0.51394
C: -2.45531 -1.28299 2.95849
Si: -1.50699 0.19797 2.37185
C: -2.48673 1.71083 2.80002
C: 0.12882 0.23882 3.24707
H: -3.29733 -1.52939 2.29932
H: -2.86467 -0.98042 3.93399
H: -1.84410 -2.18106 3.11237
H: -2.87651 1.51959 3.80964
H: -1.89474 2.63350 2.82529
H: -3.33972 1.84979 2.12371
H: -0.12968 0.30344 4.31331
H: 0.72282 -0.67002 3.09265
H: 0.73614 1.11373 2.98738

Here are the Löwdin charges for atoms 1 to 4, given in e: atom 1 (C): -0.465, atom 2 (I): 0.826, atom 3 (H): -0.020, atom 4 (H): 0.022

***

Record 6
C21H31CuO4 as an isolated structure. Source: the Open Molecules 2025 dataset; level of theory: ωB97M-V/def2-TZVPD.

Its net charge is -1. Its expectation value of S² is 0.772. The calculation puts the electronic energy at -2760.1121 Eh. Its energy above the lowest of the compared OMol25 structures with the same formula, charge and spin is 14.7 kcal/mol. The multiplicity is 2.

Element x y z (Å)
O: -3.11105 1.50996 -2.22509
C: -2.48662 1.19257 -0.91819
C: -1.62752 2.45919 -0.91635
H: -1.90214 0.25901 -0.93610
H: -3.23163 1.15761 -0.10306
C: -2.56685 2.84690 -2.09291
H: -0.60801 2.20981 -1.20536
H: -1.66697 3.12280 -0.05422
C: -1.86974 3.40425 -3.30929
H: -0.98708 2.81541 -3.57507
H: -1.55457 4.42328 -3.04741
H: -2.57549 3.46827 -4.14496
C: -3.67784 3.77584 -1.63253
H: -4.02552 3.54111 -0.61255
H: -4.53491 3.71766 -2.31537
H: -3.31169 4.80596 -1.65734
Cu: 0.51547 -0.60737 1.19730
C: 1.88247 1.43752 3.00044
C: 3.01136 0.58305 2.90704
C: 3.09590 0.07935 1.58946
H: 3.74087 0.41689 3.69867
C: 2.02815 0.66446 0.81056
C: 1.24795 1.47528 1.72811
H: 0.48553 2.17324 1.40013
H: 1.60230 2.03082 3.86979
H: 3.88100 -0.55643 1.18484
H: 1.95142 0.70521 -0.27177
C: -0.43637 -0.98328 3.11081
C: -1.36802 0.07641 2.82663
C: -2.51447 -0.49689 2.19866
H: -1.20155 1.12620 3.07915
C: -2.31665 -1.89912 2.10389
C: -1.01795 -2.20577 2.58958
H: -0.64794 -3.20691 2.74044
H: 0.41908 -0.91464 3.78640
H: -3.41000 0.05063 1.89180
H: -3.03827 -2.63406 1.75638
O: 0.76525 -0.98541 -1.14767
C: 0.47360 -0.43212 -2.47272
C: 1.01395 -1.37839 -3.57153
H: 1.02154 0.52927 -2.56479
H: -0.61082 -0.25108 -2.53879
C: 1.88915 -2.36699 -2.83787
H: 1.63281 -0.81687 -4.27835
H: 0.20529 -1.87379 -4.11336
C: 1.86898 -1.87098 -1.40311
H: 2.90945 -2.36032 -3.22403
H: 1.50095 -3.38920 -2.84705
H: 2.80414 -1.33075 -1.17664
H: 1.71824 -2.73134 -0.77207
C: 2.43347 -3.19193 2.62901
C: 1.64719 -3.31703 1.34383
O: 2.01186 -4.15615 0.49271
O: 0.58434 -2.56228 1.13040
H: 3.46180 -3.55048 2.47510
H: 1.98918 -3.82644 3.41424
H: 2.50696 -2.16188 3.01019

Here are the Löwdin charges for atoms 1 to 4, given in e: atom 1 (O): -0.081, atom 2 (C): -0.143, atom 3 (C): -0.070, atom 4 (H): 0.100

***

Which of these has the lowest electronic energy? C29H51CoNO2SSi2